Entry 1:
14
Properties=species:S:1:pos:R:3:forces:R:3 method="wB97M-V/def2-TZVPD" homo_energy_ha=-0.3153 e_tot_ha=-1131.830993 smiles="OC(=[PH2]F)C(F)(F)C(F)(F)F" relative_energy_kj_mol=244.98
P -1.73429 0.12139 -0.58435 -1.0 -0.3 2.9
F 2.74278 0.19175 -1.02054 -0.4 -0.2 1.2
F 1.15338 1.54407 -0.71477 -0.2 0.0 1.3
F -1.93157 -0.94768 -1.69112 -0.6 0.4 -0.1
F 2.28685 0.71738 1.06676 -0.2 0.7 -0.5
F 1.35792 -1.73805 0.55146 1.4 -1.3 1.8
F 0.61845 -1.14306 -1.29636 -0.9 0.1 -1.2
O -0.58433 0.29506 1.72926 2.8 2.8 -2.8
C -0.63276 -0.50434 0.61517 0.4 0.1 -2.5
C 1.74323 0.47824 -0.12197 0.4 -1.0 -1.3
C 0.72848 -0.74308 -0.01233 -0.2 1.4 -0.4
H -2.90156 0.38567 0.29278 0.8 -0.6 -1.2
H -1.80056 1.34958 -1.23513 0.3 0.1 -1.0
H -1.04602 -0.00692 2.42114 -2.6 -2.2 3.8

Entry 2:
21
Properties=species:S:1:pos:R:3:forces:R:3 method="wB97M-V/def2-TZVPD" homo_energy_ha=-0.4982 e_tot_ha=-542.772553 charge=+1 relative_energy_kj_mol=460.55
Si 2.52522 -0.31041 -0.07840 -1.0 -0.3 -1.4
N -0.19970 0.61792 -0.23265 0.0 1.8 -0.5
C -0.56234 -1.90582 0.63819 3.6 1.5 -0.6
C -1.51365 -1.32035 -0.36788 -0.6 1.0 1.4
C -1.59793 0.18218 -0.09031 -2.3 0.7 2.8
C 0.76140 -0.08864 0.57823 -1.6 -4.0 0.4
C -0.02092 2.09797 -0.08458 -1.3 2.4 -2.4
H -0.92344 -2.07249 1.70580 0.7 0.2 -1.7
H 0.70216 2.28066 0.69875 0.0 0.3 -0.1
H 0.74089 0.34890 1.53792 -0.2 0.2 1.3
H -2.32190 0.81533 -0.69387 1.2 -0.9 0.1
H 3.39212 -1.26674 0.57733 0.0 -0.2 0.5
H -1.30610 -1.44545 -1.40941 0.6 -0.5 -0.6
H -2.47695 -1.73667 -0.19613 -1.0 -0.4 0.0
H -1.92943 0.45472 1.01337 0.8 -0.9 -2.0
H 2.96324 1.05047 -0.08628 0.7 0.8 0.1
H -1.03084 2.56095 0.14534 1.3 -0.6 0.1
H 0.26131 2.62850 -1.12584 -0.2 -1.5 2.5
H -0.06844 0.36878 -1.17968 1.0 -0.1 -1.5
H 0.25176 -2.57446 0.17878 -1.7 0.6 1.3
H 2.35352 -0.68535 -1.52867 0.0 0.0 0.4

Entry 3:
80
Properties=species:S:1:pos:R:3:forces:R:3 method="wB97M-V/def2-TZVPD" homo_energy_ha=-0.3796 e_tot_ha=-3455.282224 charge=+1 relative_energy_kj_mol=16.69
Hf -0.98450 0.23257 0.52950 0.3 -0.2 0.4
S -0.44303 -2.41342 0.99527 0.1 0.0 -0.1
S 1.77218 -4.97431 -0.60075 0.0 0.0 0.0
S -0.67145 3.07817 0.12663 0.0 -0.1 0.0
S 2.79400 -1.72486 0.16725 0.0 0.0 0.0
O -0.87336 1.91976 -0.83346 -0.1 0.0 0.0
O -1.57046 4.16617 -0.05747 0.0 0.0 0.0
O 1.85326 0.93226 3.43266 0.1 0.0 0.0
O 0.79646 0.26851 1.57569 -0.2 0.1 -0.1
N -3.29399 0.17251 0.60397 0.1 0.1 0.0
N -3.96806 0.39648 1.64046 0.0 0.0 0.0
N -0.81222 2.24982 1.46869 -0.1 -0.1 0.0
N -1.72918 -0.60224 -1.36078 0.1 0.1 0.0
N -1.91298 -0.11108 2.70363 0.0 0.1 -0.1
C 2.31581 -2.23615 1.83449 0.0 0.0 -0.1
C -5.20668 0.58283 -0.87408 0.1 0.0 0.1
C 0.40056 -3.96898 -1.24751 0.0 0.0 0.0
C 0.43247 -0.50920 -2.46598 -0.1 0.0 0.1
C 1.34107 -0.97287 -3.40642 0.0 -0.1 -0.1
C -3.49607 -0.06649 -3.00443 0.0 0.0 0.0
C 1.04566 1.13175 2.56626 0.0 0.0 0.0
C -3.82526 0.45340 4.02711 -0.1 -0.1 0.1
C 0.13955 2.37203 2.55937 0.0 -0.1 -0.1
C 3.84959 -3.09112 -0.39971 0.0 0.0 0.0
C 3.56537 4.61373 -0.28770 0.1 0.0 0.0
C -0.85066 -1.04523 -2.38379 0.0 0.0 0.0
C -1.21090 -2.05455 -3.27771 0.0 0.0 0.0
C -3.20267 0.24815 2.81137 0.1 0.1 -0.1
C 4.97370 5.12406 -0.39669 0.0 0.0 0.0
C 1.19673 5.01212 -0.00848 0.0 0.0 0.0
C -3.86978 0.19748 -0.63820 0.0 0.0 -0.2
C -4.78943 0.33169 -3.21442 -0.1 0.0 0.0
C -5.66912 0.64159 -2.15268 0.0 0.0 -0.1
C 2.02848 2.74718 -0.23809 0.0 0.1 0.0
C 3.31224 3.24054 -0.34791 0.0 0.0 0.0
C 2.49615 5.48514 -0.11759 0.0 0.0 0.0
C -0.70277 -3.71734 -0.23863 0.0 0.1 0.1
C -1.23141 -0.35580 3.82607 0.0 0.0 0.1
C 0.96783 -1.96208 -4.30421 0.0 0.0 0.0
C -1.78612 -0.20689 5.08531 -0.1 0.0 0.0
C -3.10098 0.22706 5.18580 0.1 0.0 0.0
C -2.98933 -0.18685 -1.68983 0.0 0.0 0.0
C -0.31473 -2.49333 -4.23831 0.0 0.0 0.0
C 0.97042 -2.94539 2.01229 -0.1 0.0 0.0
C 3.18656 -4.10419 -1.32218 0.0 0.0 0.0
C 0.97402 3.64366 -0.06910 0.0 0.0 0.0
H -0.36934 2.41385 3.52323 0.0 0.0 0.0
H 1.86391 1.67882 -0.27484 0.0 0.0 0.0
H -0.03937 -4.50522 -2.08809 0.0 0.0 0.0
H 2.33261 -0.54079 -3.45044 0.0 0.0 0.0
H -2.20058 -2.49212 -3.21778 0.0 0.0 0.0
H -0.20013 -0.66182 3.71253 0.0 0.0 0.0
H 4.13681 2.55097 -0.48152 0.0 0.0 0.0
H 1.05886 -4.00690 1.79358 0.0 0.0 0.0
H 0.63929 -2.84282 3.04683 0.0 0.0 0.0
H -0.61476 -3.26806 -4.93242 0.0 0.0 0.0
H 0.80734 -3.03068 -1.61397 0.0 0.0 0.0
H 5.47645 4.68875 -1.26067 0.0 0.0 0.0
H 0.36015 5.68690 0.10922 0.0 0.0 0.0
H 3.09051 -2.90532 2.21119 0.0 0.0 0.0
H 2.67943 6.55112 -0.07450 0.0 0.0 0.0
H -1.60540 -3.38191 -0.75215 0.0 0.0 0.0
H 3.91117 -4.87411 -1.59110 0.0 0.0 0.0
H -6.68401 0.94853 -2.35967 0.0 0.0 0.0
H -4.85933 0.76624 4.03428 0.0 0.0 0.0
H -5.14393 0.42435 -4.23323 0.0 0.0 0.0
H 4.25457 -3.58387 0.48378 0.0 0.0 0.0
H 0.71503 0.31547 -1.81939 0.0 0.0 0.0
H -3.55761 0.37802 6.15449 0.0 0.0 0.0
H 2.34436 -1.33084 2.43273 0.0 0.0 0.0
H -5.82558 0.84920 -0.02881 0.0 0.0 0.0
H 2.85266 -3.63691 -2.24930 0.0 0.0 0.0
H 4.99875 6.20749 -0.49302 0.0 0.0 0.0
H 0.76875 3.26126 2.49377 0.0 0.0 0.0
H -2.85471 -0.27193 -3.84786 0.0 0.0 0.0
H 5.54919 4.84788 0.48858 0.0 0.0 0.0
H 1.66393 -2.31202 -5.05471 0.0 0.0 0.0
H -1.18694 -0.41035 5.96067 0.0 0.0 0.0
H -0.95532 -4.61656 0.32442 0.0 0.0 0.0
H 4.68631 -2.62293 -0.92152 0.0 0.0 0.0

Entry 4:
42
Properties=species:S:1:pos:R:3:forces:R:3 method="wB97M-V/def2-TZVPD" homo_energy_ha=-0.2914 e_tot_ha=-1719.628683 smiles="CCCCC(=O)N1CCN(c2nc3ccc(Cl)cc3s2)CC1" relative_energy_kj_mol=0.00
Cl -3.95627 -2.58190 -4.98062 -0.2 0.0 -0.2
S -2.20207 -0.97630 -0.01956 0.4 0.0 -0.1
O 1.43121 2.44001 4.29031 -0.1 0.2 0.4
N 0.20648 -0.83348 1.25344 0.2 0.0 0.4
N 1.47397 1.46342 2.27263 -0.3 0.0 -0.2
N 0.16975 -1.52414 -0.96611 0.9 0.1 0.2
C -0.71132 -1.80391 -1.96788 -0.9 0.0 -0.2
C -2.71962 -2.27727 -3.81020 0.1 0.0 0.2
C -0.41959 -1.10205 0.09664 -0.8 -0.2 -0.3
C 3.60039 2.05345 3.36586 0.0 0.1 0.0
C 2.08494 1.99268 3.36746 0.4 -0.1 0.1
C 4.11909 3.16149 2.44111 -0.1 0.1 0.3
C -1.39124 -2.51672 -4.14762 -0.1 0.0 0.0
C 2.08403 0.72880 1.18973 0.2 -0.4 -0.1
C -0.38568 -2.28183 -3.23211 0.0 0.1 0.2
C -2.06856 -1.56969 -1.65235 0.4 -0.1 -0.1
C 0.02651 1.38203 2.24984 -0.3 0.0 0.3
C -3.08124 -1.80116 -2.56102 0.0 0.0 -0.1
C 1.65117 -0.74472 1.26062 0.4 0.1 -0.2
C -0.41257 -0.08519 2.32293 -0.1 0.4 0.1
C 4.18753 5.64134 1.98245 -0.1 -0.1 0.2
C 3.69069 4.54728 2.91881 0.1 0.0 -0.3
H 2.01566 -1.19206 2.19085 0.0 0.0 0.0
H 0.64737 -2.46431 -3.47911 0.1 0.0 0.0
H -0.08425 -0.51490 3.27484 -0.1 0.0 0.0
H -4.11352 -1.61957 -2.30975 -0.1 0.0 -0.1
H 4.08503 4.71923 3.92212 -0.1 0.0 0.1
H 2.60205 4.58662 2.98443 0.0 0.0 0.1
H 5.21056 3.11220 2.41219 0.0 0.0 -0.1
H -1.15380 -2.88848 -5.13167 0.0 0.0 -0.1
H 4.03044 1.08903 3.09185 0.0 0.0 0.0
H -1.49753 -0.16432 2.25436 0.0 0.0 0.1
H 1.73744 1.15067 0.23820 0.1 0.0 0.0
H 3.90143 2.27932 4.39027 -0.1 -0.1 0.0
H 5.27360 5.62493 1.91700 0.1 0.0 -0.1
H 3.78287 5.50291 0.98187 0.0 0.0 -0.1
H 3.75188 3.00666 1.42400 0.1 0.0 -0.1
H 3.88068 6.61974 2.34313 0.0 0.1 0.0
H 2.03384 -1.30024 0.40523 0.0 0.0 0.1
H -0.34347 1.83214 1.32190 0.0 0.0 0.0
H -0.35359 1.94006 3.10656 0.0 0.0 -0.2
H 3.16792 0.79631 1.22443 0.0 0.1 0.0

Entry 5:
13
Properties=species:S:1:pos:R:3:forces:R:3 method="wB97M-V/def2-TZVPD" homo_energy_ha=-0.3370 e_tot_ha=-286.523798 relative_energy_kj_mol=283.16
O 0.03335 -1.28385 0.04006 -1.7 0.6 -0.6
N 0.11360 1.01159 -0.03127 0.2 -0.2 0.1
C 0.69885 -0.14162 0.09276 -0.3 0.7 -0.3
C -1.24888 0.78073 -0.40939 -1.1 0.4 0.6
C 2.21109 -0.13975 0.22226 -0.2 -0.2 0.0
C -1.68936 -0.54217 0.00320 1.8 -1.5 -0.1
H -1.50485 1.12356 -1.42307 0.3 -0.5 0.2
H -1.72796 -0.70653 1.06876 -0.2 0.2 0.1
H 2.57631 -0.83641 0.97996 -0.2 0.0 -0.1
H -2.60104 -0.89964 -0.52535 1.2 -0.8 0.0
H 2.67176 -0.41673 -0.73349 -0.2 0.0 0.1
H -2.06300 1.17256 0.24640 0.5 1.6 -0.1
H 2.53014 0.87826 0.46915 -0.2 -0.3 -0.1

Entry 6:
25
Properties=species:S:1:pos:R:3:forces:R:3 method="wB97M-V/def2-TZVPD" homo_energy_ha=-0.1918 e_tot_ha=-667.087168 charge=-1 relative_energy_kj_mol=145.66
O 0.73082 1.23424 2.63484 -0.2 0.0 0.1
O 0.91706 2.99343 0.97823 0.1 -0.2 -0.2
O 1.89123 0.23898 -1.57979 -0.3 0.4 -0.1
O -2.38610 -2.14126 0.54093 -0.2 -0.1 -0.2
O 2.43238 -1.58958 -0.42493 0.1 0.0 0.2
O -0.84703 3.10702 -1.04111 0.2 -0.2 -0.2
N 0.08703 -1.03456 1.21109 -0.1 0.0 0.4
C 1.62032 -0.74005 -0.69069 0.1 -0.2 -0.3
C 0.18614 -0.70342 -0.19559 0.4 -0.1 0.1
C -2.10864 -1.59328 -0.73787 0.1 -0.2 0.3
C -0.62558 -1.67565 -1.06892 0.1 0.1 -0.1
H 0.29027 -0.18646 1.80976 0.0 -0.3 -0.3
H -2.42311 -0.54335 -0.78332 -0.1 0.0 -0.1
H 2.79107 0.14118 -1.91444 0.1 -0.2 0.2
H 0.75799 -1.75998 1.44747 0.0 0.0 -0.1
H -2.69983 -2.16981 -1.45315 0.0 0.1 -0.1
H -0.44403 -1.45439 -2.12577 -0.1 0.1 0.0
H -0.18162 0.30825 -0.33374 -0.1 0.2 0.0
H 1.69599 2.70051 0.49258 0.0 0.2 0.0
H -0.03628 1.48414 3.16146 0.1 0.0 0.0
H -0.29524 2.68148 -1.71447 -0.2 0.2 0.3
H -0.26278 -2.69136 -0.89149 0.0 0.0 0.0
H -0.26090 3.10422 -0.22433 0.0 -0.1 -0.2
H 0.82352 2.13150 1.79265 -0.1 0.1 0.1
H -1.65270 -1.84183 1.11061 0.2 0.2 0.1

Entry 7:
85
Properties=species:S:1:pos:R:3:forces:R:3 method="wB97M-V/def2-TZVPD" homo_energy_ha=-0.3338 e_tot_ha=-3548.009772 smiles="C=CNC(=O)O[C@@H](C)F.COP(=O)(OC)OC.COP(=O)(OC)OC.COP(=O)(OC)OC.COP(=O)(OC)OC"
P -0.96241 -1.84409 3.45422 5.7 1.0 -7.9
P -2.04699 1.51216 -4.61948 -3.8 4.8 7.3
P -0.39733 -5.35923 7.12772 -0.1 0.5 9.5
P 4.07416 -3.48732 -0.55738 1.8 -5.7 -7.6
F 0.17268 9.59428 -3.06286 -0.7 0.5 -2.1
O -0.71775 -0.17360 3.74673 -1.7 -1.2 3.6
O -1.21080 -3.52759 3.21066 -1.3 0.8 3.2
O -1.67905 0.22763 -3.54610 2.1 -0.9 -3.5
O -3.43217 1.75102 -4.01455 0.4 -1.0 -1.3
O 0.61548 -6.47600 7.77084 -0.6 -0.1 -1.0
O 0.90954 -4.26281 6.92298 -1.0 -1.7 -3.0
O 4.67071 -4.92601 -0.04576 0.2 1.1 0.6
O 0.60538 -2.12183 3.85092 -0.7 0.5 0.2
O 2.46521 -4.06558 -0.35300 0.9 2.1 2.8
O -2.30026 2.72985 -5.80667 2.0 -2.6 -1.2
O -2.24089 7.93446 -3.43913 -0.7 2.4 -4.1
O 5.67067 -2.87453 -0.67236 -1.3 1.4 3.6
O -1.81816 10.05819 -4.18722 0.6 -1.9 -1.7
O 3.89003 -3.49910 -2.07636 -0.3 1.3 0.8
O -1.08661 -1.60830 1.94719 -1.4 0.0 0.7
O -1.67066 -6.50587 7.16669 1.4 0.0 -3.9
O -1.01527 -4.48987 8.22520 -0.3 0.1 -1.7
O -0.91947 2.44193 -3.87835 0.1 -1.1 -0.6
N -3.04166 8.43803 -5.65599 0.7 1.3 -0.5
C 1.58307 -6.08370 8.73241 0.8 0.3 0.0
C -0.38358 9.92540 -4.34489 1.0 1.0 0.0
C -2.36166 8.72806 -4.39620 0.4 -2.2 3.5
C -2.27192 7.50145 -6.51626 2.1 0.8 -0.9
C 6.46048 -3.22962 -1.79407 -0.1 -0.1 -0.8
C -1.24968 8.07567 -7.35547 -1.7 -0.7 1.0
C -2.32898 -6.75533 8.39653 -0.2 0.5 0.6
C -2.44471 -3.89955 2.60470 -0.3 -0.4 -0.2
C 4.08726 -6.13683 -0.50201 -0.6 -0.5 0.2
C 1.43048 -3.23895 -0.87968 -0.5 0.1 -0.2
C -3.40984 2.53662 -6.67625 -0.3 0.2 -0.3
C -1.16632 3.82503 -3.67045 0.1 0.7 -0.4
C 0.26338 11.29312 -4.88594 -0.9 -0.2 0.8
C 0.56003 -2.93379 6.55212 0.3 0.5 0.3
C -2.21170 0.25950 -2.23273 -0.7 0.2 0.3
C 1.37376 -3.05278 3.09928 0.1 -0.7 0.1
C -0.05763 0.60415 2.76237 0.0 0.1 -0.8
H -2.56126 6.40174 -6.50686 1.2 1.4 1.1
H 3.30463 -6.44892 0.19298 0.0 -0.1 -0.2
H 4.85948 -6.90789 -0.51680 0.1 0.3 0.1
H 0.29404 1.52200 3.23818 -0.1 -0.2 0.3
H 6.34933 -4.28636 -2.04512 -0.1 0.1 0.0
H 1.29168 11.09165 -5.33566 -1.4 0.3 0.8
H -1.62105 -6.81891 9.22526 0.0 0.1 -0.1
H 1.29879 -4.04108 3.55895 0.1 0.0 -0.2
H -1.63041 -0.42615 -1.61214 0.2 0.0 -0.3
H 1.05383 -3.10189 2.05615 -0.1 0.0 0.1
H 6.19389 -2.60481 -2.64894 -0.1 -0.2 0.0
H -3.06914 -5.97538 8.58669 0.2 0.0 0.1
H 2.41984 -2.74178 3.12725 -0.1 0.2 0.2
H 0.49752 -3.46799 -0.36102 0.2 0.0 0.2
H -0.63141 4.14176 -2.77370 0.1 -0.3 0.0
H 1.77181 -6.92883 9.39665 -0.2 -0.1 -0.2
H 0.80049 0.07573 2.34196 -0.1 0.0 0.0
H -1.57727 8.90421 -8.07727 0.9 -0.2 2.1
H -2.15073 1.25981 -1.79948 -0.1 0.0 -0.1
H -3.53959 1.47983 -6.91764 -0.2 0.2 0.0
H 1.66808 -2.18234 -0.74150 -0.2 -0.1 -0.2
H 0.30716 12.05613 -4.02414 0.1 -1.3 -1.3
H 0.32647 -2.35307 7.44512 -0.2 -0.2 0.0
H -0.44622 11.72056 -5.66951 1.1 -0.7 0.9
H 1.29661 -3.45527 -1.93953 0.2 0.1 0.0
H -2.22916 4.03573 -3.53302 0.0 -0.2 -0.1
H -0.76025 0.87870 1.97298 0.2 -0.2 0.0
H -2.85482 -7.70867 8.31019 0.2 0.0 -0.4
H 1.41566 -2.47479 6.05815 -0.1 -0.2 0.0
H -3.25779 -3.25443 2.94303 0.0 -0.1 -0.2
H 3.67453 -6.03855 -1.50859 0.0 0.2 0.1
H -0.14663 7.79191 -7.29283 -1.9 -0.8 -1.3
H -4.31431 2.92574 -6.20841 0.0 -0.2 0.1
H 1.24286 -5.23774 9.33393 -0.1 0.0 -0.2
H -0.28930 -2.93095 5.87033 0.1 0.1 0.2
H -0.11481 9.11418 -5.09653 -0.5 0.7 1.3
H -0.78000 4.39477 -4.51843 -0.1 0.1 0.1
H 7.50611 -3.03613 -1.54499 -0.2 0.1 0.4
H -2.35167 -3.84415 1.52015 0.0 0.2 0.1
H -3.22960 3.09485 -7.59706 0.2 -0.1 0.1
H -3.02688 9.34339 -6.17310 -0.2 -0.6 0.5
H -2.66822 -4.93178 2.87989 0.1 0.1 0.2
H -3.24635 -0.08924 -2.24382 0.1 0.2 0.0
H 2.51729 -5.82988 8.22684 0.0 0.1 0.2

Entry 8:
15
Properties=species:S:1:pos:R:3:forces:R:3 method="wB97M-V/def2-TZVPD" homo_energy_ha="-0.5805 / -0.5805" e_tot_ha=-287.659124 charge=+1 relative_energy_kj_mol=780.07
N 0.77057 1.01494 1.51914 -0.1 0.8 -1.4
C 1.14740 -0.06405 0.68856 0.6 0.9 1.2
C -0.72397 -0.47703 -1.17055 0.0 -1.6 3.1
C 0.85566 -0.22174 -0.73740 -1.1 -0.7 -1.0
C -1.60240 0.60199 -0.52620 -0.9 -1.4 -1.0
C 0.29880 0.14018 2.41809 -0.8 -0.2 2.0
C 1.59961 -0.36432 2.01613 -0.5 -1.1 -3.4
H -0.70799 -0.59918 -2.25013 0.0 0.3 0.1
H 1.13219 0.67097 -1.33187 0.0 0.0 0.8
H -1.06658 1.12077 0.24294 -0.1 0.9 0.0
H -1.99250 1.17547 -1.34354 -0.1 1.2 0.1
H 2.56082 -0.60036 2.41528 0.4 0.0 0.5
H -1.16404 -1.44917 -0.70049 1.6 1.2 -1.1
H 1.36751 -1.05271 -1.17932 0.7 -0.5 0.2
H -2.47507 0.10425 -0.06064 0.5 0.4 -0.1

For the records above, the corresponding max |F| values read 5.16; 4.36; 0.55; 0.93; 2.39; 0.57; 9.82; 3.64 eV/Å.